--- 1 ---
Below is 7 unconnected molecules or ions with the total composition C12H38O7, with properties calculated with the ωB97M-V functional and the def2-TZVPD basis.

Structure (ORCA input):
```
! RIJCOSX wB97M-V def2-TZVPD def2/J DEFGRID3
* xyz 0 1
O 9.975 11.654 14.277
O 13.115 7.647 11.306
O 9.189 9.276 7.744
O 11.198 9.687 11.558
O 6.491 9.113 8.640
O 11.884 12.329 10.172
O 11.093 6.758 7.498
C 9.856 9.191 11.339
C 13.624 11.065 9.256
C 9.336 10.813 5.751
C 11.195 6.385 8.881
C 5.716 9.474 9.865
C 12.764 12.272 9.036
C 9.696 10.507 7.184
C 10.825 10.486 14.518
C 13.587 7.772 12.694
C 14.198 9.090 13.077
C 6.322 10.736 10.461
C 12.164 5.192 8.975
H 11.346 10.472 11.061
H 11.900 10.766 14.476
H 5.864 8.608 10.481
H 13.561 9.905 12.663
H 9.569 10.022 5.071
H 9.474 11.285 7.935
H 13.049 5.469 8.454
H 10.191 6.129 9.195
H 9.128 9.906 11.723
H 6.396 11.544 9.715
H 9.859 11.673 5.328
H 7.391 10.620 10.723
H 10.298 11.920 13.400
H 12.630 8.465 11.215
H 14.211 9.173 14.176
H 13.389 13.159 9.035
H 10.601 7.580 7.477
H 10.646 9.633 13.874
H 12.967 10.166 9.203
H 11.106 12.869 9.985
H 8.239 11.043 5.704
H 12.407 4.880 9.998
H 12.769 7.579 13.336
H 15.131 9.179 12.592
H 6.233 8.233 8.332
H 4.636 9.594 9.606
H 14.351 10.938 8.434
H 8.297 9.496 8.044
H 14.304 6.960 12.782
H 10.784 10.294 7.159
H 9.753 9.084 10.257
H 5.888 11.141 11.367
H 10.667 10.177 15.583
H 11.668 4.416 8.357
H 12.226 12.160 8.093
H 14.259 11.111 10.134
H 9.785 8.191 11.722
H 11.504 7.293 9.377
*
```

## Properties
SMILES   CCO.CCO.CCO.CCO.CCO.CO.CO
Kohn-Sham gap   0.3556 Eh

--- 2 ---
Below is 7 unconnected molecules or ions with the total composition C12H38O7, with properties calculated with the ωB97M-V functional and the def2-TZVPD basis.

Structure (ORCA input):
```
! RIJCOSX wB97M-V def2-TZVPD def2/J DEFGRID3
* xyz 0 1
O -21.815 9.162 20.876
O -14.331 2.793 19.313
O -16.851 9.973 18.510
O -22.047 5.316 20.655
O -18.618 8.488 20.106
O -14.697 12.930 24.176
O -18.407 6.974 24.722
C -17.869 7.870 21.131
C -17.178 7.559 25.153
C -15.525 10.829 23.150
C -18.262 11.974 18.217
C -16.882 11.385 18.454
C -15.834 12.203 23.716
C -15.596 4.399 18.191
C -14.512 4.243 19.243
C -20.238 4.633 22.094
C -20.810 5.749 21.261
C -16.049 6.656 24.911
C -16.966 6.795 20.549
H -16.178 6.257 23.897
H -19.042 11.578 18.869
H -19.502 4.985 22.825
H -17.291 8.652 21.640
H -15.268 4.135 17.193
H -18.065 9.061 19.545
H -15.048 7.075 24.965
H -14.745 10.869 22.393
H -16.426 6.192 21.279
H -19.128 7.513 25.057
H -21.038 6.649 21.832
H -13.775 2.608 20.079
H -14.718 4.699 20.220
H -17.317 7.834 26.213
H -15.969 5.428 18.192
H -21.804 4.548 20.122
H -13.465 4.562 19.103
H -18.611 11.658 17.224
H -18.315 13.061 18.194
H -16.460 11.773 19.387
H -20.110 6.017 20.460
H -16.521 12.135 24.562
H -18.517 7.448 21.901
H -16.460 10.376 22.814
H -16.830 9.630 17.610
H -16.455 3.836 18.553
H -17.032 8.569 24.733
H -16.138 11.770 17.748
H -16.108 5.812 25.605
H -14.225 13.226 23.390
H -21.394 9.709 21.548
H -17.491 6.082 19.906
H -15.209 10.144 23.941
H -16.318 7.286 19.815
H -20.996 4.117 22.685
H -21.110 8.976 20.240
H -19.748 3.902 21.444
H -16.392 12.832 23.013
*
```

## Properties
SMILES   CCO.CCO.CCO.CCO.CCO.CCO.O
Kohn-Sham gap   0.3719 Eh

Which of them is the most stable, and which is the least stable? 2 and 1, in that order.

--- 1 ---
Below is 8 unconnected molecules or ions with the total composition C6H28O8, with properties calculated with the ωB97M-V functional and the def2-TZVPD basis.

Structure (ORCA input):
```
! RIJCOSX wB97M-V def2-TZVPD def2/J DEFGRID3
* xyz 0 1
O 0.969 -4.664 -16.672
O -3.601 -7.695 -13.277
O -1.736 -10.039 -10.949
O -1.910 -3.097 -11.485
O -5.688 -8.051 -16.208
O 0.909 -7.730 -10.414
O -0.381 -6.124 -13.621
O 1.194 -8.145 -18.840
C 0.192 -7.926 -19.869
C -4.666 -6.557 -17.790
C 0.264 -9.199 -20.741
C 0.650 -6.725 -20.745
C -5.087 -8.003 -17.473
C -4.081 -9.134 -17.499
H -5.881 -8.386 -18.115
H -6.395 -7.402 -16.179
H -4.572 -10.037 -17.135
H -3.952 -6.226 -17.036
H -2.094 -9.489 -11.646
H 1.864 -4.542 -16.988
H -0.817 -7.680 -19.539
H 1.159 -9.331 -21.350
H -1.291 -6.353 -13.807
H -5.527 -5.890 -17.840
H -1.112 -3.592 -11.667
H -4.179 -6.501 -18.764
H 0.638 -7.370 -11.258
H -4.133 -7.199 -12.655
H -2.503 -10.437 -10.539
H -3.740 -9.366 -18.508
H 0.244 -10.064 -20.078
H 1.077 -5.942 -20.118
H 1.460 -7.033 -21.407
H 0.998 -7.549 -18.114
H 0.318 -8.469 -10.267
H -0.554 -9.375 -21.440
H -0.077 -5.685 -14.415
H -0.209 -6.309 -21.272
H 0.474 -3.950 -17.074
H -4.236 -8.100 -13.867
H -3.234 -8.879 -16.862
H -2.609 -3.613 -11.886
*
```

## Properties
SMILES   CC(C)O.CC(C)O.O.O.O.O.O.O
Kohn-Sham gap   0.3777 Eh

--- 2 ---
Below is 9 unconnected molecules or ions with the total composition C6H28O8, with properties calculated with the ωB97M-V functional and the def2-TZVPD basis.

Structure (ORCA input):
```
! RIJCOSX wB97M-V def2-TZVPD def2/J DEFGRID3
* xyz 0 1
O -2.447 -1.231 2.484
O -2.193 -0.924 -2.276
O 3.901 -0.678 0.752
O 3.571 -0.180 -1.864
O 1.932 0.481 2.122
O 0.062 -0.962 3.340
O -1.532 1.431 -3.399
O -3.517 -0.934 0.036
C 0.864 -1.723 -0.575
C -0.085 -0.709 -0.112
C -0.500 2.597 0.961
C -1.104 1.558 0.001
C -0.074 0.592 -0.481
C 1.015 1.164 -1.319
H -2.061 2.191 -3.161
H -0.894 -1.088 0.511
H -2.004 -0.045 -2.709
H -1.275 -1.272 -2.148
H -3.058 -0.703 2.968
H 1.425 0.797 1.448
H 4.254 -0.678 -2.245
H 0.690 -2.729 -0.068
H -1.930 1.004 0.621
H 3.609 -0.278 -0.909
H 0.266 -1.828 3.620
H -1.264 3.305 1.181
H -2.997 -0.832 -0.795
H -0.648 1.596 -3.098
H 0.947 -1.843 -1.622
H 1.959 1.235 -0.804
H 1.314 -0.085 2.670
H 1.348 0.515 -2.184
H -0.103 2.179 1.871
H 0.378 3.145 0.453
H 3.155 -0.348 1.299
H -1.601 2.116 -0.838
H 0.786 2.132 -1.650
H -4.135 -1.586 -0.149
H 4.620 -0.212 1.036
H -0.864 -1.013 3.016
H -2.779 -1.123 1.551
H 1.956 -1.451 -0.273
*
```

## Properties
SMILES   C/C=C(\C)CC.O.O.O.O.O.O.O.O
Kohn-Sham gap   0.3366 Eh

--- 3 ---
Below is 8 unconnected molecules or ions with the total composition C6H28O8, with properties calculated with the ωB97M-V functional and the def2-TZVPD basis.

Structure (ORCA input):
```
! RIJCOSX wB97M-V def2-TZVPD def2/J DEFGRID3
* xyz 0 1
O -1.249 1.525 1.733
O -0.255 -1.625 -2.894
O 2.861 -1.948 2.524
O -0.179 0.280 -0.658
O -1.858 1.741 -2.112
O -2.416 -1.500 0.374
O 3.272 2.367 0.310
O 1.494 1.864 -1.930
C 2.513 2.280 1.517
C -3.229 1.410 -1.875
C -1.539 -2.567 0.682
C -0.842 0.644 2.766
C 3.281 -1.314 1.293
C -1.603 -2.125 -3.211
H -1.293 -0.440 2.455
H 2.948 1.759 2.321
H 3.932 -0.676 1.586
H 1.551 1.755 1.529
H 2.331 3.208 1.942
H -3.791 2.488 -1.594
H -1.465 1.015 -1.457
H 2.493 -0.903 0.738
H -1.455 -3.191 -2.848
H -2.517 -1.615 -2.641
H -1.970 -0.705 0.321
H -1.697 -3.549 0.150
H -1.311 1.103 3.660
H -3.260 0.930 -0.926
H -1.641 -2.711 1.695
H 4.270 2.714 0.626
H 2.200 1.503 -1.396
H 1.312 2.875 -1.745
H 0.153 0.795 3.030
H -0.999 1.025 0.804
H -0.320 -0.899 -2.200
H -3.850 0.941 -2.618
H 0.173 -0.352 0.001
H 2.233 -2.666 2.458
H 0.931 1.244 -1.520
H -0.631 -2.283 0.674
H -1.827 -2.181 -4.277
H 3.232 -2.227 0.726
*
```

## Properties
Kohn-Sham gap   0.3199 Eh

Which of them is the most stable, and which is the least stable? 2 and 3, in that order.

--- 1 ---
Below is a gas-phase ion, C11H14N4 (charge +2), with properties calculated with the ωB97M-V functional and the def2-TZVPD basis.

Structure (ORCA input):
```
! RIJCOSX wB97M-V def2-TZVPD def2/J DEFGRID3
* xyz 2 1
N 0.804 -1.020 0.288
N -1.352 -0.017 0.018
N -6.617 0.178 0.239
N 0.839 1.064 -0.434
C 0.295 -2.325 0.806
C -1.973 0.209 -1.200
C -3.415 -0.333 1.146
C -4.104 -0.052 0.016
C 2.202 -0.588 0.549
C -5.493 0.050 0.129
C -3.390 0.177 -1.223
C 0.369 2.277 -0.980
C -2.072 -0.213 1.130
C 2.203 0.677 -0.331
C 0.077 0.008 -0.063
H 2.298 -0.344 1.656
H -3.952 0.057 -2.149
H 0.775 -3.047 0.143
H -0.770 -2.481 0.677
H -1.332 0.343 -2.043
H -1.586 -0.446 2.021
H 2.984 -1.383 0.258
H -3.747 -0.436 2.145
H -0.209 2.688 -0.171
H -0.344 2.162 -1.840
H 2.765 1.568 0.123
H 2.652 0.472 -1.221
H 0.610 -2.304 1.858
H 1.210 2.994 -0.966
*
```

## Properties
SMILES   CN1CC[N+](C)=C1[n+]1ccc(C#N)cc1
Kohn-Sham gap   0.2912 Eh

--- 2 ---
Below is a gas-phase ion, C11H14N4 (charge +2), with properties calculated with the ωB97M-V functional and the def2-TZVPD basis.

Structure (ORCA input):
```
! RIJCOSX wB97M-V def2-TZVPD def2/J DEFGRID3
* xyz 2 1
N 0.230 -1.273 0.498
N 1.610 5.666 3.408
N 0.310 0.981 1.267
N -1.322 0.098 -1.370
C 1.618 1.277 1.553
C 1.044 -2.204 1.262
C -0.385 -1.948 -0.766
C 1.414 4.629 3.008
C 1.000 3.338 2.540
C -0.622 1.842 1.639
C -0.569 -0.984 -1.914
C -0.308 2.946 2.422
C -0.095 -0.051 0.497
C 2.060 2.438 2.151
C -1.206 1.396 -1.943
H 1.090 -1.915 2.336
H -1.249 3.570 2.679
H 2.117 -2.214 0.810
H 2.401 0.525 1.333
H -1.639 2.115 -1.198
H -0.229 1.494 -2.298
H -1.565 1.510 1.384
H 0.731 -3.249 1.220
H -1.300 -1.330 -2.718
H 0.258 -0.614 -2.404
H 3.087 2.560 2.297
H 0.263 -2.741 -1.054
H -1.456 -2.134 -0.517
H -1.977 1.422 -2.879
*
```

## Properties
Kohn-Sham gap   0.2917 Eh

Which of them is the most stable, and which is the least stable? 1 and 2, in that order.

--- 1 ---
Below is 2 unconnected molecules or ions with the total composition CH2NO2S, with properties calculated with the ωB97M-V functional and the def2-TZVPD basis.

Structure (ORCA input):
```
! RIJCOSX wB97M-V def2-TZVPD def2/J DEFGRID3
* xyz -1 1
S -0.056 -1.913 -0.471
O 3.933 0.498 -0.803
O 4.654 -0.140 1.316
N 0.774 -0.386 -0.618
C 4.342 0.169 0.233
H 1.772 -0.593 -0.412
H 0.933 0.014 -1.508
*
```

## Properties
Kohn-Sham gap   0.1582 Eh

--- 2 ---
Below is 2 unconnected molecules or ions with the total composition CH2NO2S, with properties calculated with the ωB97M-V functional and the def2-TZVPD basis.

Structure (ORCA input):
```
! RIJCOSX wB97M-V def2-TZVPD def2/J DEFGRID3
* xyz -1 1
S -3.713 -0.934 -0.483
O 2.180 1.354 -0.100
O -1.246 2.060 0.103
N -2.157 -0.067 -0.233
C -1.909 1.056 0.200
H 1.533 1.126 0.410
H 3.217 1.258 0.062
*
```

## Properties
Kohn-Sham gap   0.2194 Eh

--- 3 ---
Below is 2 unconnected molecules or ions with the total composition CH2NO2S, with properties calculated with the ωB97M-V functional and the def2-TZVPD basis.

Structure (ORCA input):
```
! RIJCOSX wB97M-V def2-TZVPD def2/J DEFGRID3
* xyz -1 1
S 4.468 -0.589 -0.027
O 1.281 1.855 -0.096
O -0.668 -0.254 -0.117
N 3.065 0.297 0.135
C 2.230 1.114 -0.042
H 0.045 0.363 0.123
H -0.865 -0.877 0.595
*
```

## Properties
Kohn-Sham gap   0.2478 Eh

--- 4 ---
Below is a gas-phase ion, CH2NO2S (charge -1), with properties calculated with the ωB97M-V functional and the def2-TZVPD basis.

Structure (ORCA input):
```
! RIJCOSX wB97M-V def2-TZVPD def2/J DEFGRID3
* xyz -1 1
S 2.792 0.029 0.305
O 2.466 -1.237 -0.449
O 3.146 1.209 -0.579
N 1.058 0.406 0.894
C 0.109 -0.325 0.565
H 0.166 -1.037 -0.335
H -0.860 -0.268 1.153
*
```

## Properties
Kohn-Sham gap   0.2940 Eh

Which of them is the most stable, and which is the least stable? 3 and 2, in that order.